An isolated molecule of C9H8N2OS at a distorted geometry, computed with ωB97M-V/def2-TZVPD.

CARTESIAN COORDINATES (ANGSTROEM)
1 N -3.61915 0.50712 0.28853
2 C -2.97340 -0.69479 0.04056
3 O -3.48021 -1.77880 -0.13890
4 C -1.49068 -0.61953 -0.06621
5 S -0.62013 -2.17965 -0.09388
6 C 0.89137 -1.30717 -0.09467
7 C 2.22781 -1.79439 0.06205
8 C 3.27073 -0.92648 0.12339
9 C 3.07847 0.42530 0.11215
10 C 1.79460 0.94676 -0.05749
11 C 0.69468 0.06324 -0.23385
12 C -0.70139 0.49697 -0.21933
13 N -1.10312 1.81787 -0.11401
14 H -4.64596 0.35617 0.39467
15 H -3.12109 1.23854 0.79344
16 H 2.35654 -2.86195 0.05938
17 H 4.25687 -1.36159 0.28812
18 H 3.93884 1.03493 0.12543
19 H 1.62820 2.03388 -0.30642
20 H -1.96564 2.03266 -0.64877
21 H -0.41732 2.57092 -0.31419

Cartesian forces, eV/Å:
-1.319 -1.167 -0.178
1.715 0.299 -0.139
-1.187 0.104 0.122
-0.140 0.443 -0.388
-0.017 1.150 0.107
0.851 -0.239 -0.069
-2.360 -0.474 -0.653
0.752 -1.510 0.725
-1.523 1.268 -0.577
0.117 0.366 -1.394
0.615 1.696 1.163
0.616 -1.885 0.540
-0.615 1.541 -1.058
1.364 0.618 0.174
-0.441 -0.433 -0.070
0.260 -0.239 0.204
-0.094 0.305 -0.219
0.648 0.906 0.185
0.393 -1.173 0.755
0.823 -0.325 0.534
-0.459 -1.250 0.235

Summary:
* LUMO: 0.5 eV
* electronic energy: -25326.2456 eV
* frontier orbital gap: 8.48 eV
* HOMO: -8.0 eV

The net atomic charges from Mulliken, expressed in e, are: number 1, N, carries -0.443; number 2, C, carries 0.284; number 3, O, carries -0.615; number 4, C, carries 0.156; number 5, S, carries -0.260; number 6, C, carries 0.236; number 7, C, carries -0.398; number 8, C, carries -0.435; number 9, C, carries -0.625; number 10, C, carries -0.434; number 11, C, carries 0.558; number 12, C, carries 0.353; number 13, N, carries -0.642; number 14, H, carries 0.264; number 15, H, carries 0.291; number 16, H, carries 0.370; number 17, H, carries 0.338; number 18, H, carries 0.405; number 19, H, carries 0.074; number 20, H, carries 0.298; number 21, H, carries 0.224